{
  "formula": "C4H9O3",
  "method": "the ωB97M-V functional and the def2-TZVPD basis",
  "mol_weight_g_mol": 105.1,
  "e_lumo_ha": 0.13897,
  "relative_energy_kj_mol": 121.8,
  "homo_energy_ev": -3.95,
  "energy_ev": -10437.2033,
  "charge": -1,
  "elements": ["O", "O", "O", "C", "C", "C", "C", "H", "H", "H", "H", "H", "H", "H", "H", "H"],
  "xyz": [[-2.732, 0.097, -1.484], [1.045, 0.550, -1.581], [1.965, -1.026, -0.255], [0.906, 0.229, 2.059], [-1.686, -0.877, -1.308], [1.395, 0.049, -0.490], [1.128, 1.021, 0.761], [1.444, 0.659, 2.911], [2.086, 1.540, 0.816], [-3.008, 0.078, -2.406], [0.295, 1.649, 0.473], [-1.401, -1.309, -2.264], [-0.110, -0.010, 2.364], [1.420, -0.732, 1.961], [-0.742, -0.362, -1.038], [-2.006, -1.557, -0.520]]
}

{
  "formula": "C4H9O3",
  "method": "the ωB97M-V functional and the def2-TZVPD basis",
  "mol_weight_g_mol": 105.1,
  "e_lumo_ha": 0.14423,
  "relative_energy_kj_mol": 135.9,
  "homo_energy_ev": -4.01,
  "energy_ev": -10437.0570,
  "charge": -1,
  "elements": ["O", "O", "O", "C", "C", "C", "C", "H", "H", "H", "H", "H", "H", "H", "H", "H"],
  "xyz": [[1.254, -0.661, -1.964], [0.665, 1.136, 1.043], [-0.466, 0.853, -1.991], [-0.632, -0.994, -0.550], [0.028, 2.387, 1.056], [-0.005, -2.266, 0.148], [0.138, -0.210, -1.683], [-1.651, -1.220, -0.906], [-0.483, 2.316, 2.064], [-0.153, -3.209, -0.429], [-0.545, 2.536, 0.124], [0.687, 3.233, 1.246], [-0.796, -0.417, 0.329], [-0.332, -2.328, 1.173], [1.088, -2.165, 0.084], [1.202, 1.007, 0.255]]
}

{
  "formula": "C4H9O3",
  "method": "the ωB97M-V functional and the def2-TZVPD basis",
  "mol_weight_g_mol": 105.1,
  "e_lumo_ha": [0.02339, -0.12776],
  "relative_energy_kj_mol": 3.9,
  "homo_energy_ev": [-11.01, -10.78],
  "multiplicity": 2,
  "energy_ev": -10434.2339,
  "s_squared": 0.7542,
  "charge": 0,
  "elements": ["O", "O", "O", "C", "C", "C", "C", "H", "H", "H", "H", "H", "H", "H", "H", "H"],
  "xyz": [[-2.013, 0.294, -2.430], [-2.307, 1.134, 0.204], [-2.004, -0.794, 1.209], [-1.565, 0.233, 0.755], [2.186, -0.478, 0.291], [0.666, -0.735, 0.207], [-0.048, 0.537, 0.716], [0.214, 1.356, 0.046], [2.593, -1.104, 1.079], [-1.130, 0.650, -2.259], [-2.527, 0.636, -1.677], [0.340, -1.524, 0.867], [2.437, 0.501, 0.705], [0.142, 0.772, 1.765], [2.677, -0.520, -0.675], [0.337, -0.957, -0.804]]
}

{
  "formula": "C4H9O4Sc",
  "method": "the ωB97M-V functional and the def2-TZVPD basis",
  "mol_weight_g_mol": 166.1,
  "e_lumo_ha": [-0.18705, -0.22112],
  "homo_energy_ev": [-13.94, -13.88],
  "multiplicity": 2,
  "energy_ev": -33173.6987,
  "s_squared": 0.7546,
  "charge": 1,
  "elements": ["Sc", "O", "O", "O", "O", "C", "C", "C", "C", "H", "H", "H", "H", "H", "H", "H", "H", "H"],
  "xyz": [[1.963, 2.158, 0.551], [0.188, 2.452, -0.275], [3.414, 0.849, 0.643], [1.297, 0.297, 1.293], [-1.084, -1.182, -1.273], [-0.055, 0.020, -0.022], [2.641, -0.177, 1.144], [-2.384, -1.628, -1.109], [-0.750, 1.494, -0.129], [-1.349, 1.578, 0.800], [-0.614, -0.459, 0.801], [-1.432, 1.415, -0.994], [-2.439, -2.342, -0.270], [2.626, -1.054, 0.462], [0.723, 0.053, -0.802], [-3.080, -0.792, -0.936], [2.989, -0.508, 2.145], [-2.653, -2.174, -2.030]]
}

{
  "formula": "C4H9OP",
  "method": "the ωB97M-V functional and the def2-TZVPD basis",
  "mol_weight_g_mol": 104.1,
  "e_lumo_ha": [-0.01981, 0.02267],
  "relative_energy_kj_mol": 333.3,
  "homo_energy_ev": [-7.87, -7.90],
  "energy_ev": -15626.1799,
  "charge": 0,
  "elements": ["P", "O", "C", "C", "C", "C", "H", "H", "H", "H", "H", "H", "H", "H", "H"],
  "xyz": [[1.278, 0.229, 0.626], [1.803, 1.428, -0.323], [2.428, -1.008, 0.502], [-2.239, 0.493, 0.980], [-1.531, 0.372, -0.329], [-0.150, -0.429, -0.468], [0.059, -0.469, -1.573], [3.250, -0.854, -0.278], [-1.427, 1.268, -0.824], [-2.403, -0.068, -1.029], [-3.041, 1.254, 1.120], [1.784, 1.214, -1.247], [-1.882, -0.006, 1.940], [-0.341, -1.484, -0.154], [2.413, -1.939, 1.059]]
}

{
  "formula": "C4H9OPS3",
  "method": "the ωB97M-V functional and the def2-TZVPD basis",
  "mol_weight_g_mol": 200.3,
  "e_lumo_ha": 0.00846,
  "relative_energy_kj_mol": 77.2,
  "homo_energy_ev": -8.60,
  "energy_ev": -48134.3528,
  "charge": 0,
  "elements": ["S", "S", "S", "P", "O", "C", "C", "C", "C", "H", "H", "H", "H", "H", "H", "H", "H", "H"],
  "xyz": [[-2.406, 1.374, -1.397], [-2.083, -1.637, -0.932], [0.926, -0.232, -1.947], [-2.576, 0.868, 1.048], [-1.570, 1.614, 1.787], [0.921, -0.412, 0.837], [0.368, 0.283, -0.363], [2.344, 0.084, 1.102], [-1.714, -0.001, -0.373], [0.364, 1.365, -0.314], [2.337, 1.158, 1.282], [-1.391, -1.528, -2.076], [0.294, -0.181, 1.699], [2.992, -0.120, 0.250], [0.918, -1.495, 0.686], [-3.584, 0.788, -1.633], [1.105, -1.519, -1.633], [2.754, -0.411, 1.979]]
}

Number 1 is which compound?
C4H9O3

What is the formula in the second record?
C4H9O3